Entry 1:
Molecular formula: C13H19BrCl2CrN5O4
Method: DFT, the ωB97M-V functional and the def2-TZVPD basis

The value obtained for the electronic energy is -5620.46812 Eh. Its HOMO-LUMO gap (alpha / beta) is 0.3290 / 0.3361 Ha. The value obtained for the LUMO energy (alpha / beta) is 0.20 / 0.27 eV. The calculation puts the energy relative to the best compared isomer or geometry (same formula, charge and spin) at 0.155 eV.

Geometry as ORCA input:
```
! wB97M-V def2-TZVPD RIJCOSX def2/J DEFGRID3
* xyz 0 4
Cr 0.9044 0.5375 0.0102
C 0.1362 -1.1849 2.4161
C -0.1415 -2.1419 1.2766
N 0.8029 -1.8790 0.1860
C 0.4977 -2.6444 -1.0192
C -0.5838 -1.9465 -1.8085
C -1.1641 -2.4658 -2.9532
C -2.0586 -1.6658 -3.6491
C -2.3290 -0.3820 -3.1969
C -1.6959 0.0464 -2.0433
C -1.7775 1.4486 -1.5052
N -1.1441 1.5121 -0.1835
C -1.9818 0.9659 0.8968
C -1.1590 0.9547 2.1691
N 0.1067 0.2219 1.9710
N -0.8801 -0.7401 -1.3586
H 1.1401 -1.3693 2.7994
H -0.5676 -1.3505 3.2355
H -1.1500 -1.9998 0.8840
H -0.0736 -3.1731 1.6399
H 1.7535 -2.0712 0.4815
H 0.1946 -3.6712 -0.7866
H 1.3963 -2.6915 -1.6359
H -0.9091 -3.4600 -3.2991
H -2.5279 -2.0338 -4.5531
H -2.9945 0.2789 -3.7378
H -2.8142 1.7986 -1.4728
H -1.2096 2.1079 -2.1638
H -0.9775 2.4965 0.0002
H -2.2826 -0.0446 0.6221
H -2.8884 1.5625 1.0358
H -1.7322 0.5252 2.9935
H -0.9035 1.9795 2.4409
H 0.8696 0.7056 2.4475
Cl 2.3138 4.1110 2.7896
C 1.1621 4.5268 1.5234
Cl -0.4606 4.8299 2.2382
C 0.9690 3.4547 0.4350
O 0.3881 3.8094 -0.5716
O 1.3616 2.2808 0.7746
H 1.4811 5.4563 1.0704
O 2.7999 0.5178 2.5401
N 3.4230 0.0806 1.6067
O 2.7497 -0.0701 0.4983
Br 1.6897 0.7954 -2.2474
*
```

Entry 2:
Molecular formula: CH10HfIN2
Method: DFT, the ωB97M-V functional and the def2-TZVPD basis

The value obtained for the electronic energy is -499.08918 Eh. Its HOMO-LUMO gap is 0.3143 Ha. The value obtained for the LUMO energy is -4.12 eV.

Geometry as ORCA input:
```
! wB97M-V def2-TZVPD RIJCOSX def2/J DEFGRID3
* xyz 1 1
C 0.2292 -1.5142 -1.4959
Hf -0.0987 -0.1558 0.1038
N 1.2710 -0.1933 1.8825
N -1.6010 1.4618 -0.4840
H 2.1535 0.2951 1.7782
H -1.1607 0.0210 1.4854
H 0.5566 -2.3939 -0.8800
H 0.9399 -1.4167 -2.3236
H -0.7813 -1.7706 -1.8864
H -1.1881 2.4140 -0.5122
H -2.3595 1.4907 0.2171
H -2.0477 1.3073 -1.4054
H 0.7971 0.2198 2.6858
H 1.4969 -1.1495 2.1883
I 1.7928 1.3843 -1.3537
*
```

Entry 3:
Molecular formula: C3H6N4
Method: DFT, the ωB97M-V functional and the def2-TZVPD basis

As for the structure (SMILES): Nc1cnc(N)[nH]1. The value obtained for the electronic energy is -336.89687 Eh. Its HOMO-LUMO gap is 0.3498 Ha. The value obtained for the LUMO energy is 0.93 eV. The calculation puts the energy relative to the best compared isomer or geometry (same formula, charge and spin) at 1.425 eV.

Geometry as ORCA input:
```
! wB97M-V def2-TZVPD RIJCOSX def2/J DEFGRID3
* xyz 0 1
N -1.7305 -0.0686 -1.8221
C -0.5118 -0.2325 -0.9171
C 0.6598 -0.8722 -0.9628
N 1.3340 -0.5594 0.2389
C 0.5417 0.2661 0.8919
N 0.6592 0.5305 2.3873
N -0.5624 0.7145 0.1570
H -1.6799 0.2577 -2.8102
H -2.4162 -0.7693 -1.8595
H 0.9626 -1.5890 -1.6520
H 1.6808 0.1829 2.4927
H 0.9217 1.5418 2.5178
H -1.5093 1.0885 0.5126
*
```

Entry 4:
Molecular formula: C48H109N3O29
Method: DFT, the ωB97M-V functional and the def2-TZVPD basis

As for the structure (SMILES): CCOC(=O)OC.CCOC(=O)OC.CCOC(=O)OC.CCOC(=O)OC.CCOC(=O)OC.CCOC(=O)OC.CCOC(=O)OC.COCCNCCOC.COCCNCCOC.COCCNCCOC.CO.CO. The value obtained for the electronic energy is -4240.09383 Eh. Its HOMO-LUMO gap is 0.3172 Ha. The value obtained for the LUMO energy is 0.27 eV. The calculation puts the energy relative to the best compared isomer or geometry (same formula, charge and spin) at 9.897 eV.

Geometry as ORCA input:
```
! wB97M-V def2-TZVPD RIJCOSX def2/J DEFGRID3
* xyz 0 1
C 18.6564 -6.9890 -6.8413
C 18.0782 -5.6824 -6.4366
O 16.6316 -5.6505 -6.5599
C 15.8741 -5.9865 -5.5884
O 16.2572 -6.3514 -4.4730
O 14.6969 -5.6754 -5.9408
C 13.7020 -5.6570 -5.0220
H 18.3776 -7.8745 -6.2701
H 19.6877 -6.9083 -6.4975
H 18.6294 -7.1061 -7.9246
H 18.3613 -4.9615 -7.2036
H 18.4146 -5.3295 -5.4617
H 13.4889 -6.6877 -4.7387
H 12.7965 -5.2937 -5.5080
H 13.9147 -4.9450 -4.2246
C 11.3387 -0.4902 -5.2725
C 10.2998 -0.3585 -4.1370
O 9.0786 -0.7301 -4.6447
C 8.2800 -0.0546 -5.4366
O 8.6031 1.0821 -5.8302
O 7.1784 -0.7513 -5.5862
C 6.0236 -0.1701 -6.2817
H 11.1142 0.3924 -5.8714
H 11.3472 -1.4820 -5.7245
H 12.3454 -0.2532 -4.9282
H 10.2931 0.6178 -3.6524
H 10.6278 -1.0700 -3.3791
H 5.7512 -0.7766 -7.1454
H 6.1816 0.8537 -6.6209
H 5.1544 -0.2413 -5.6279
C -2.6289 -2.1548 -10.2226
C -2.7729 -3.6637 -9.9606
O -3.6482 -4.2749 -10.8880
C -5.0474 -4.0041 -10.8117
O -5.6375 -3.2862 -10.0308
O -5.6381 -4.4921 -11.8285
C -7.0002 -4.2849 -12.0667
H -1.8920 -1.7806 -9.5119
H -3.4788 -1.4889 -10.0731
H -2.3304 -2.1488 -11.2709
H -3.1236 -3.8225 -8.9408
H -1.8611 -4.2596 -9.9200
H -7.7121 -4.8344 -11.4508
H -7.1739 -4.5574 -13.1077
H -7.3600 -3.2566 -12.1011
C -3.7751 -9.7356 -2.7283
C -2.8707 -8.4003 -2.8338
O -3.0068 -7.6629 -1.6471
C -2.4763 -6.3245 -1.4530
O -1.6054 -5.7620 -2.0831
O -2.9226 -5.8936 -0.2634
C -2.5754 -4.5709 0.2154
H -3.8257 -10.0759 -1.6940
H -3.2852 -10.5965 -3.1833
H -4.6821 -9.5743 -3.3108
H -3.1442 -7.7434 -3.6596
H -1.8259 -8.7084 -2.7953
H -2.3784 -3.8064 -0.5362
H -1.6096 -4.5784 0.7207
H -3.3478 -4.2420 0.9105
C 5.2774 -16.3562 -7.1356
C 5.3446 -16.2682 -8.5991
O 6.7226 -16.0916 -8.9216
C 7.3499 -14.8855 -8.9082
O 6.9366 -13.7818 -8.5302
O 8.5258 -15.1186 -9.5306
C 9.3294 -14.0425 -9.8716
H 4.3452 -16.7733 -6.7548
H 5.5538 -15.4092 -6.6719
H 5.9555 -17.0633 -6.6578
H 4.7010 -15.4622 -8.9518
H 4.9692 -17.1739 -9.0753
H 8.8001 -13.7070 -10.7634
H 10.2874 -14.4499 -10.1948
H 9.4874 -13.4049 -9.0018
C 6.5218 -10.0553 -0.4872
C 6.8957 -8.8418 -1.3335
O 7.5244 -7.9733 -0.4024
C 8.2651 -6.9134 -0.8712
O 8.2958 -6.4897 -1.9960
O 8.9244 -6.2845 0.2111
C 9.6260 -5.0603 0.0060
H 5.8665 -10.5330 -1.2155
H 6.0605 -9.9248 0.4917
H 7.4377 -10.6195 -0.3115
H 6.0904 -8.3404 -1.8703
H 7.6902 -9.0873 -2.0382
H 8.8820 -4.3107 -0.2637
H 10.3088 -5.2355 -0.8254
H 10.0960 -4.7899 0.9516
C 16.1502 -12.4474 -1.0016
C 17.0547 -13.4120 -1.6770
O 16.9887 -14.6507 -1.0517
C 17.8261 -14.9760 0.0552
O 18.5982 -14.1152 0.6055
O 17.5517 -16.1888 0.4109
C 18.2151 -16.6610 1.6063
H 15.1187 -12.7984 -1.0315
H 16.0848 -11.4617 -1.4623
H 16.4308 -12.2645 0.0357
H 18.0677 -13.0156 -1.6075
H 16.8824 -13.5777 -2.7404
H 18.3788 -15.9267 2.3950
H 19.2584 -16.7774 1.3131
H 17.7883 -17.5678 2.0348
C 2.8916 -6.1194 -5.7248
O 3.9463 -6.0214 -6.6361
C 4.9608 -6.9854 -6.4152
C 6.2743 -6.5099 -7.1776
N 7.4558 -7.0812 -6.5518
C 7.5423 -8.5389 -6.6026
C 8.8664 -9.1617 -6.4534
O 9.2520 -9.3297 -5.0931
C 10.3769 -10.1663 -4.8241
H 2.1536 -5.3363 -5.8991
H 3.2543 -5.9369 -4.7133
H 2.3577 -7.0654 -5.8152
H 4.5054 -7.9292 -6.7150
H 5.2492 -6.9972 -5.3641
H 6.3609 -5.4249 -7.2359
H 6.4063 -6.8708 -8.1976
H 7.6699 -6.8029 -5.6048
H 7.2335 -8.9042 -7.5820
H 6.7916 -8.9918 -5.9549
H 9.6233 -8.4866 -6.8527
H 8.8280 -10.1011 -7.0048
H 11.2590 -9.6366 -5.1838
H 10.2545 -11.1431 -5.2921
H 10.4877 -10.2264 -3.7414
C 7.2377 -14.9282 -1.6800
O 6.8240 -15.4780 -0.4413
C 5.9929 -16.5997 -0.4506
C 4.5652 -16.3391 -0.8719
N 3.9598 -15.5907 0.2825
C 2.5781 -15.2870 -0.0254
C 1.9058 -14.1292 0.7302
O 2.2332 -12.8591 0.0925
C 2.1406 -11.7581 0.9923
H 8.0314 -14.2138 -1.4609
H 6.4293 -14.4474 -2.2307
H 7.6450 -15.7377 -2.2857
H 6.1897 -16.9361 0.5673
H 6.3503 -17.4385 -1.0480
H 3.8657 -17.1078 -1.2006
H 4.4800 -15.6095 -1.6772
H 4.4746 -14.7301 0.4025
H 1.9985 -16.2018 0.0981
H 2.6245 -14.9343 -1.0557
H 2.2276 -14.1721 1.7707
H 0.8384 -14.3390 0.7989
H 2.9894 -11.6926 1.6730
H 1.2266 -11.8997 1.5689
H 1.9874 -10.8804 0.3644
C 2.5316 -6.8225 -13.9016
O 3.5581 -7.1372 -12.9215
C 4.8485 -6.9496 -13.5251
C 6.0114 -7.4159 -12.5816
N 7.1568 -7.7561 -13.3558
C 8.3611 -8.2355 -12.6473
C 9.0752 -7.0149 -12.0223
O 10.1904 -7.5412 -11.3274
C 10.9331 -6.5471 -10.5733
H 2.7589 -7.3984 -14.7987
H 2.7078 -5.8100 -14.2650
H 1.5413 -6.7944 -13.4471
H 4.9323 -5.9148 -13.8574
H 4.8759 -7.6258 -14.3795
H 5.8405 -8.1350 -11.7805
H 6.3052 -6.5351 -12.0108
H 6.7184 -8.5072 -13.8695
H 9.0907 -8.6327 -13.3530
H 8.2735 -9.0681 -11.9494
H 8.3695 -6.6383 -11.2818
H 9.3602 -6.2066 -12.6957
H 10.4913 -5.6769 -10.0879
H 11.6684 -6.2019 -11.3001
H 11.4998 -6.9452 -9.7316
C 2.7631 -5.2134 0.1127
O 2.3209 -4.3249 -0.8286
H 2.4649 -4.7873 1.0707
H 2.3464 -6.2062 -0.0568
H 3.8478 -5.1432 0.1930
H 1.5680 -4.7570 -1.2386
C 15.1702 -10.1445 -9.6699
O 14.3638 -11.1024 -10.4164
H 16.2206 -10.3957 -9.5229
H 15.2164 -9.1312 -10.0687
H 14.8462 -10.2026 -8.6308
H 14.6107 -11.1892 -11.3400
*
```